Here is a cluster of 15 separate species, C93H216N12O21 in total in a non-equilibrium geometry from OMol25. Energies are from ωB97M-V with the def2-TZVPD basis set.

Last column: Löwdin charge in e.
CARTESIAN COORDINATES (ANGSTROEM)
C  2.32344  1.28108  -2.86747  -0.11
O  3.02327  2.10321  -1.96869  -0.23
C  2.75856  3.55473  -2.04096  -0.16
C  3.52565  4.26749  -0.94909  -0.19
N  3.68442  5.67812  -1.35892  -0.05
C  4.72565  6.41193  -0.64567  -0.20
C  4.63589  6.67041  0.86467  -0.22
O  5.71830  7.46193  1.31371  -0.20
C  5.76423  7.75502  2.69018  -0.10
H  2.77520  1.37774  -3.85473  0.10
H  1.24067  1.26906  -2.74269  0.08
H  2.47500  0.23752  -2.59161  0.06
H  1.70542  3.81627  -1.93808  0.11
H  3.11572  3.80833  -3.03907  0.12
H  4.50255  3.78401  -0.94835  0.10
H  3.03092  4.15928  0.01612  0.12
H  3.72421  5.75400  -2.36528  0.10
H  4.93622  7.35839  -1.14366  0.12
H  5.69783  5.93026  -0.75033  0.11
H  4.62119  5.71156  1.38283  0.10
H  3.73233  7.22665  1.11421  0.12
H  4.78950  7.99752  3.11346  0.09
H  6.43380  8.60778  2.80234  0.09
H  6.19080  6.87243  3.16683  0.08
C  -3.11901  6.97702  -6.85883  -0.11
O  -4.36398  7.66574  -6.90314  -0.18
C  -4.78759  8.27986  -5.66034  -0.19
C  -5.03331  7.28793  -4.54422  -0.23
N  -5.62843  6.01437  -4.96909  -0.04
C  -5.36384  5.01296  -3.93831  -0.20
C  -5.96967  3.63642  -4.34583  -0.16
O  -5.43551  3.03651  -5.57988  -0.22
C  -5.91113  1.68564  -5.78137  -0.09
H  -3.29011  5.92737  -6.61992  0.06
H  -2.36188  7.33434  -6.16085  0.09
H  -2.60421  7.08785  -7.81318  0.09
H  -5.77349  8.65766  -5.93121  0.12
H  -4.16208  9.11870  -5.35507  0.12
H  -5.68579  7.65622  -3.75256  0.12
H  -4.03499  7.17454  -4.12159  0.10
H  -5.22035  5.69783  -5.83706  0.09
H  -5.75301  5.30254  -2.96220  0.12
H  -4.27654  5.00455  -3.86216  0.09
H  -7.03859  3.78894  -4.49500  0.11
H  -5.84199  2.94873  -3.50983  0.10
H  -5.42416  1.30596  -6.67958  0.09
H  -6.97082  1.46761  -5.64859  0.09
H  -5.59199  1.06865  -4.94139  0.05
C  -1.69637  -6.54782  2.54818  -0.08
O  -0.38644  -6.96235  2.14751  -0.18
C  0.00547  -6.58544  0.82848  -0.22
C  1.49138  -6.87954  0.64964  -0.21
N  2.25298  -5.78511  1.21928  -0.05
C  3.66001  -6.18522  1.26874  -0.19
C  4.48870  -5.14747  1.98409  -0.24
O  4.02426  -4.76807  3.23616  -0.20
C  4.67461  -3.63685  3.79416  -0.08
H  -2.49621  -6.94374  1.92239  0.08
H  -1.73411  -5.46161  2.63079  0.07
H  -1.85595  -7.02624  3.51449  0.08
H  -0.23706  -5.58337  0.47472  0.11
H  -0.54868  -7.19935  0.11846  0.12
H  1.69514  -6.83576  -0.42024  0.11
H  1.78178  -7.85704  1.03467  0.12
H  1.87739  -5.62519  2.14311  0.08
H  3.84608  -6.30426  0.20136  0.12
H  3.80910  -7.16427  1.72406  0.12
H  4.40950  -4.27255  1.33885  0.10
H  5.54119  -5.41852  2.06720  0.13
H  4.73774  -2.88394  3.00851  0.07
H  5.69959  -3.88813  4.06692  0.09
H  4.10196  -3.32681  4.66825  0.09
C  -1.98856  -0.26820  -1.52768  -0.09
O  -1.60754  -0.71597  -0.27328  -0.18
C  -2.22627  -1.91589  0.03467  -0.22
C  -1.91856  -2.19167  1.54193  -0.12
N  -0.52771  -1.86426  2.00687  -0.05
C  0.52679  -2.61366  1.32179  -0.17
C  1.95288  -2.09699  1.79806  -0.17
O  2.27117  -0.72225  1.63756  -0.17
C  2.41930  -0.33482  0.31042  -0.11
H  -3.04503  -0.38564  -1.76894  0.09
H  -1.30086  -0.74301  -2.22747  0.08
H  -1.75621  0.79387  -1.60597  0.07
H  -1.87793  -2.77723  -0.53529  0.11
H  -3.30838  -1.89613  -0.09470  0.11
H  -2.12234  -3.21767  1.84835  0.10
H  -2.61965  -1.65806  2.18367  0.09
H  -0.20588  -0.97972  1.64065  0.10
H  0.52337  -2.52023  0.23580  0.10
H  0.29834  -3.64787  1.57934  0.10
H  2.69373  -2.78601  1.39248  0.10
H  1.95933  -2.22640  2.88033  0.11
H  1.58294  -0.54751  -0.35543  0.08
H  3.33962  -0.79524  -0.04890  0.07
H  2.55775  0.74564  0.27105  0.09
C  -2.74640  -5.00626  -2.07452  -0.10
O  -3.09625  -5.31835  -0.71053  -0.21
C  -4.40811  -5.84200  -0.54217  -0.19
C  -5.40418  -4.66171  -0.68862  -0.21
N  -5.29803  -3.73585  0.40985  -0.04
C  -6.17522  -4.12224  1.55706  -0.18
C  -5.95064  -3.13309  2.71373  -0.20
O  -4.67336  -3.39091  3.32820  -0.19
C  -4.25283  -2.31756  4.12925  -0.13
H  -2.93757  -5.80169  -2.79483  0.09
H  -1.66514  -4.95612  -2.20291  0.06
H  -3.08634  -4.03665  -2.43840  0.07
H  -4.52939  -6.40902  0.38080  0.11
H  -4.54640  -6.54986  -1.35943  0.11
H  -6.43240  -5.01721  -0.75559  0.12
H  -5.18518  -4.23863  -1.66901  0.10
H  -4.33643  -3.67400  0.71250  0.08
H  -5.97642  -5.14699  1.87085  0.11
H  -7.23145  -4.08156  1.29089  0.11
H  -6.75461  -3.18399  3.44798  0.12
H  -6.04577  -2.11503  2.33611  0.11
H  -3.28652  -2.63152  4.52391  0.07
H  -4.88260  -2.31968  5.01891  0.09
H  -4.10221  -1.34548  3.65969  0.09
C  -4.21917  -1.59117  -4.93496  -0.08
O  -3.03834  -2.37179  -4.80610  -0.21
C  -2.44721  -2.83794  -6.00055  -0.21
C  -1.45296  -4.00762  -5.79831  -0.18
N  -0.07733  -3.56424  -5.48421  -0.06
C  -0.01505  -2.84923  -4.23706  -0.20
C  1.41321  -2.54624  -3.66210  -0.19
O  2.27101  -3.65194  -3.42772  -0.21
C  2.01476  -4.45052  -2.29848  -0.10
H  -3.93430  -0.54646  -4.81035  0.07
H  -4.89565  -1.80494  -4.10744  0.06
H  -4.76207  -1.78879  -5.85925  0.09
H  -1.92990  -2.11224  -6.62814  0.12
H  -3.28206  -3.27585  -6.54770  0.11
H  -1.33042  -4.54491  -6.73874  0.11
H  -1.82345  -4.77254  -5.11585  0.11
H  0.55600  -4.34381  -5.59031  0.11
H  -0.48690  -3.47599  -3.48033  0.09
H  -0.52364  -1.89518  -4.37579  0.10
H  1.32397  -2.05653  -2.69240  0.10
H  1.92804  -1.83494  -4.30794  0.12
H  2.68526  -5.30901  -2.33726  0.09
H  0.95582  -4.69670  -2.22013  0.07
H  2.27601  -3.81132  -1.45511  0.08
C  5.09169  -2.41100  -1.97780  -0.04
C  6.37385  -1.53416  -2.03313  -0.42
C  7.20037  -2.13275  -3.24661  -0.12
C  8.29288  -1.25287  -3.87894  -0.19
C  7.73348  0.11639  -4.12860  -0.16
C  6.87178  0.81419  -2.99593  -0.44
N  5.99981  -0.11514  -2.31619  -0.13
O  5.35830  0.45920  -1.28553  -0.02
C  7.84960  1.50052  -1.97018  -0.02
C  6.15071  1.96963  -3.73304  -0.03
C  7.18403  -1.69523  -0.67495  -0.02
H  4.45176  -2.15620  -2.82258  0.08
H  4.60612  -2.29902  -1.00838  0.06
H  5.29274  -3.46866  -2.14823  0.08
H  7.75465  -3.03473  -2.98717  0.11
H  6.52764  -2.45882  -4.03984  0.11
H  8.50929  -1.63550  -4.87637  0.11
H  9.20752  -1.12655  -3.29963  0.11
H  7.25527  0.09390  -5.10782  0.11
H  8.53980  0.80791  -4.37305  0.11
H  7.40789  2.25616  -1.32056  0.06
H  8.19987  0.79245  -1.21914  0.06
H  8.76340  1.91179  -2.39904  0.08
H  6.76736  2.58860  -4.38475  0.09
H  5.39023  1.56197  -4.39907  0.08
H  5.67297  2.65269  -3.03069  0.06
H  6.69802  -1.14203  0.12870  0.05
H  8.17945  -1.27712  -0.82469  0.07
H  7.30584  -2.76241  -0.48949  0.09
H  4.50551  0.70755  -1.64979  0.07
C  -2.57574  5.79242  -0.73286  -0.04
C  -2.33607  4.54307  0.13494  -0.43
C  -0.86580  4.06231  -0.13107  -0.11
C  -0.33848  2.97698  0.86482  -0.16
C  -0.44016  3.45449  2.30939  -0.13
C  -1.84241  3.97972  2.69885  -0.50
N  -2.40030  4.87872  1.61793  -0.09
O  -3.65489  5.36613  1.96127  -0.03
C  -2.69237  2.74519  3.00894  -0.03
C  -1.77372  4.79148  3.96190  -0.04
C  -3.34112  3.44046  -0.36600  -0.03
H  -2.91507  5.55704  -1.74159  0.06
H  -1.77570  6.52895  -0.65827  0.08
H  -3.40998  6.41204  -0.40390  0.07
H  -0.78747  3.70190  -1.15678  0.09
H  -0.25988  4.96757  -0.09288  0.11
H  0.71973  2.81318  0.66120  0.09
H  -0.75899  1.98652  0.69086  0.10
H  0.31553  4.22877  2.44172  0.12
H  -0.16852  2.59539  2.92278  0.11
H  -3.65448  3.06267  3.41099  0.08
H  -2.95846  2.25314  2.07343  0.06
H  -2.35618  1.97575  3.70394  0.07
H  -1.33396  4.15801  4.73225  0.09
H  -1.00550  5.53843  3.76193  0.09
H  -2.75488  5.13728  4.28725  0.09
H  -3.21978  2.45160  0.07620  0.06
H  -3.41146  3.32725  -1.44783  0.06
H  -4.36783  3.68381  -0.09258  0.06
H  -3.51278  6.31487  1.99756  0.10
C  1.06496  2.37413  -7.53907  -0.02
C  0.30992  3.70382  -7.13760  -0.46
C  -1.00814  3.83645  -8.05247  -0.10
C  -2.15006  2.80977  -7.68255  -0.14
C  -2.52719  2.77912  -6.15498  -0.13
C  -1.24630  2.66890  -5.30185  -0.44
N  -0.15838  3.63297  -5.74728  -0.12
O  0.86931  3.78704  -4.83807  -0.03
C  -1.57251  2.90991  -3.81795  -0.04
C  -0.83431  1.17026  -5.39349  -0.03
C  1.13317  4.97546  -7.31654  -0.04
H  1.93003  2.22546  -6.89282  0.08
H  1.52968  2.52688  -8.51315  0.08
H  0.43671  1.49614  -7.68912  0.07
H  -1.48316  4.80881  -7.92218  0.08
H  -0.81640  3.99065  -9.11434  0.11
H  -1.82609  1.79863  -7.92905  0.08
H  -3.05379  3.07128  -8.23298  0.11
H  -3.16515  1.93315  -5.89913  0.10
H  -3.09293  3.69332  -5.97530  0.09
H  -2.47348  2.33619  -3.60071  0.08
H  -0.71714  2.46738  -3.30745  0.06
H  -1.77563  3.95888  -3.60227  0.08
H  -0.99909  0.59821  -4.48041  0.06
H  -1.32177  0.70481  -6.25011  0.07
H  0.24773  1.08086  -5.48995  0.07
H  0.67728  5.86583  -6.88353  0.08
H  1.26569  5.21608  -8.37135  0.08
H  2.13475  4.78376  -6.93158  0.08
H  0.62256  4.58215  -4.36005  0.10
C  7.89757  -0.70599  2.59048  -0.02
C  7.47174  0.17348  3.83943  -0.43
C  8.63925  1.12641  4.31451  -0.12
C  8.74101  2.45839  3.54021  -0.16
C  7.35223  3.15998  3.52993  -0.15
C  6.24009  2.34105  2.89543  -0.48
N  6.22129  1.00460  3.57928  -0.10
O  5.13596  0.28970  3.09783  -0.03
C  4.99378  3.12538  3.31280  -0.03
C  6.40836  2.21683  1.35935  0.00
C  7.24549  -0.72184  5.04306  -0.05
H  7.07248  -1.33479  2.25590  0.06
H  8.78382  -1.31651  2.76348  0.09
H  8.18521  -0.08875  1.73937  0.06
H  8.62168  1.36160  5.37868  0.11
H  9.57707  0.60995  4.10984  0.11
H  9.07520  2.32723  2.51104  0.10
H  9.41717  3.12277  4.07827  0.11
H  7.47801  4.03204  2.88821  0.12
H  7.14415  3.46896  4.55429  0.12
H  4.06669  2.67615  2.95671  0.09
H  4.94037  3.21682  4.39764  0.09
H  5.03310  4.15769  2.96510  0.06
H  6.03266  3.12122  0.88078  0.08
H  7.43915  1.98140  1.09454  0.06
H  5.96977  1.33351  0.89514  0.06
H  6.50295  -1.49288  4.83758  0.06
H  6.82420  -0.13990  5.86279  0.08
H  8.11298  -1.26843  5.41293  0.09
H  5.43803  0.15495  2.19662  0.07
C  -9.93910  1.66374  -0.27381  -0.03
C  -8.77566  2.28597  -1.12907  -0.46
C  -7.83935  3.11832  -0.22648  -0.13
C  -6.89829  2.21765  0.59585  -0.16
C  -6.20591  1.14892  -0.29820  -0.12
C  -7.15683  0.22022  -1.14041  -0.45
N  -8.03020  1.22895  -1.87469  -0.09
O  -8.84705  0.58987  -2.78288  -0.02
C  -6.35198  -0.62008  -2.07001  -0.06
C  -7.92166  -0.80429  -0.20047  0.00
C  -9.44122  3.29772  -2.07431  -0.04
H  -10.68060  2.38772  0.06405  0.08
H  -9.58400  1.32789  0.70047  0.06
H  -10.57792  0.84903  -0.61474  0.08
H  -7.19385  3.77858  -0.80570  0.11
H  -8.40601  3.81043  0.39639  0.12
H  -7.45599  1.70055  1.37668  0.10
H  -6.16470  2.86684  1.07384  0.10
H  -5.56763  0.64573  0.42809  0.11
H  -5.45709  1.64182  -0.91820  0.09
H  -5.48185  -0.01520  -2.32514  0.06
H  -5.97214  -1.47997  -1.51828  0.07
H  -6.73438  -0.96209  -3.03173  0.08
H  -8.77406  -1.04962  -0.83399  0.07
H  -7.45463  -1.75269  0.06509  0.06
H  -8.19062  -0.25183  0.69984  0.06
H  -9.93831  4.14538  -1.60265  0.09
H  -10.25472  2.85520  -2.64922  0.08
H  -8.77962  3.69066  -2.84630  0.07
H  -9.57529  0.23428  -2.26827  0.07
C  1.58322  -4.86316  5.21093  -0.03
C  0.42097  -5.42386  6.01004  -0.49
C  0.44677  -6.97602  5.82107  -0.12
C  -0.48659  -7.72612  6.78364  -0.19
C  -0.15742  -7.30677  8.21190  -0.14
C  -0.10390  -5.76995  8.52076  -0.48
N  0.67159  -5.09527  7.42150  -0.08
O  1.09231  -3.75899  7.72418  0.00
C  -1.56072  -5.29218  8.65160  -0.03
C  0.61072  -5.63587  9.83567  -0.06
C  -0.85086  -4.81432  5.48584  -0.02
H  1.43495  -3.78993  5.09134  0.08
H  1.55188  -5.25459  4.19412  0.07
H  2.53620  -5.13529  5.66467  0.10
H  0.24544  -7.33077  4.81026  0.10
H  1.45937  -7.35209  5.96709  0.12
H  -0.35720  -8.78752  6.57199  0.11
H  -1.52117  -7.45049  6.57922  0.09
H  0.75334  -7.80167  8.54912  0.11
H  -0.97659  -7.79120  8.74331  0.11
H  -1.57344  -4.22456  8.43222  0.07
H  -2.31104  -5.85167  8.09294  0.07
H  -1.84920  -5.34119  9.70159  0.08
H  0.37474  -6.35055  10.62410  0.09
H  1.67725  -5.79577  9.67740  0.09
H  0.52420  -4.60642  10.18332  0.08
H  -1.73256  -5.34601  5.84362  0.08
H  -0.91129  -4.68499  4.40523  0.07
H  -1.08618  -3.80894  5.83503  0.06
H  0.28770  -3.23641  7.75746  0.03
C  -2.19986  -1.23540  7.47113  -0.11
O  -0.93152  -1.87543  7.48926  -0.17
H  -1.96736  -0.19267  7.25491  0.08
H  -2.74425  -1.63840  6.61712  0.06
H  -2.74144  -1.42857  8.39713  0.09
H  -0.53159  -1.81365  6.61871  0.02
C  0.32095  -0.01177  4.83736  -0.12
O  -0.16653  -1.32926  4.75769  -0.17
H  -0.52404  0.61723  4.55728  0.07
H  0.66371  0.07898  5.86808  0.08
H  1.12162  0.03900  4.09949  0.08
H  -0.31894  -1.59804  3.84878  0.02
C  3.51555  -0.19959  6.02448  -0.18
O  3.54993  0.99411  5.32200  -0.12
H  4.51471  -0.49616  6.34361  0.07
H  2.85454  -0.00924  6.87001  0.08
H  2.98018  -0.99670  5.50864  0.07
H  4.28280  0.89146  4.71048  0.02

Forces on atoms 1 to 2 (eV/Å):
0.3 -0.8 0.3
-0.5 1.2 1.2

As for the max |F|: 3.844 eV/A. Its LUMO energy is 0.39 eV. As for the total energy: -160802.4379 eV. The molar mass is 1838.814 g/mol.